w:
{"formula": "H9O4", "method": "ωB97M-V/def2-TZVPD", "mol_weight_da": 73.1, "e_homo_ev": -16.344, "homo_lumo_gap_ev": 12.85, "total_charge": 1, "elements": ["O", "H", "H", "H", "O", "H", "H", "O", "H", "H", "O", "H", "H"], "xyz": [[0.337, -0.879, 0.307], [0.869, -0.121, -0.272], [0.049, -0.512, 1.326], [-0.474, -0.803, -0.260], [-1.540, -0.503, -1.454], [-2.423, -0.559, -1.825], [-0.984, -0.579, -2.254], [-0.032, 0.092, 2.592], [0.794, 0.569, 3.006], [-0.153, -0.526, 3.355], [0.941, 1.015, -1.515], [0.710, 1.935, -1.303], [1.906, 0.872, -1.704]], "nbo_charge": [-0.867, 0.541, 0.538, 0.541, -0.964, 0.514, 0.499, -0.913, 0.524, 0.519, -0.967, 0.521, 0.515]}

***

x:
{"formula": "H9O4", "method": "ωB97M-V/def2-TZVPD", "mol_weight_da": 73.1, "e_homo_ev": -15.809, "homo_lumo_gap_ev": 12.47, "total_charge": 1, "elements": ["O", "H", "H", "H", "O", "H", "H", "O", "H", "H", "O", "H", "H"], "xyz": [[-0.068, -0.519, 0.335], [-0.615, -0.503, -0.569], [0.891, -0.439, 0.014], [-0.449, 0.343, 0.833], [-1.197, 1.333, 1.601], [-2.018, 1.092, 1.940], [-0.883, 2.065, 2.130], [2.730, -1.066, -0.165], [2.725, -2.026, -0.162], [3.472, -0.792, -0.855], [-1.402, 0.148, -1.719], [-1.346, 1.110, -1.798], [-2.285, -0.017, -1.946]], "nbo_charge": [-0.854, 0.542, 0.563, 0.538, -0.926, 0.508, 0.522, -0.983, 0.495, 0.512, -0.929, 0.505, 0.506]}

***

Short version: w is the least stable of them.

***

w:
{"formula": "C4HO4", "method": "ωB97M-V/def2-TZVPD", "mol_weight_da": 113.0, "e_homo_ev": -3.776, "homo_lumo_gap_ev": 7.30, "total_charge": -1, "elements": ["C", "C", "C", "C", "O", "O", "O", "O", "H"], "xyz": [[0.474, -1.299, 0.135], [-1.854, -0.165, -0.074], [-0.566, -0.634, 0.025], [1.706, 1.200, -0.035], [1.616, 1.464, 1.079], [1.567, -1.799, 0.257], [-2.902, -0.804, -0.230], [1.892, 1.078, -1.161], [-1.933, 0.958, 0.004]], "nbo_charge": [0.548, 0.349, -0.614, 1.053, -0.537, -0.678, -0.658, -0.533, 0.071]}

***

x:
{"formula": "C4HO4", "method": "ωB97M-V/def2-TZVPD", "mol_weight_da": 113.0, "e_homo_ev": -4.642, "homo_lumo_gap_ev": 8.40, "total_charge": -1, "elements": ["C", "C", "C", "C", "O", "O", "O", "O", "H"], "xyz": [[0.535, 0.874, -1.387], [1.548, 0.786, -0.471], [0.682, 1.822, 0.395], [2.547, -0.326, -0.139], [2.842, -0.470, 1.087], [0.701, 2.536, 1.348], [2.770, -1.112, -1.092], [-0.289, 1.752, -0.584], [0.178, 0.322, -2.176]], "nbo_charge": [0.119, -0.239, 0.804, 0.718, -0.741, -0.540, -0.758, -0.564, 0.202]}

***

Short version: x is the least stable of them.